No. 1
This record from the OMol25 dataset describes a molecular structure, C6H18BF4O3RbS3 at a distorted geometry. The level of theory is wB97M-V/def2-TZVPD.

Calculated values
net charge	0
calculated total energy	-57369.4939	eV
relative energy (zero: lowest compared OMol25 entry of this formula, charge and spin)	0.0	kcal/mol
HOMO-LUMO gap	0.33612	Ha

The geometry in XYZ format:
```
36
Properties=species:S:1:pos:R:3:nbo_charge:R:1
Rb 1.224 0.866 -0.130 0.958
B 3.392 2.998 -1.102 1.333
F 4.164 4.040 -1.545 -0.552
F 3.475 1.894 -2.008 -0.593
F 3.858 2.550 0.157 -0.584
F 2.031 3.376 -1.029 -0.590
C -3.611 -0.859 -1.997 -0.830
S -1.824 -0.682 -2.059 1.248
O -1.458 0.513 -1.251 -1.017
C -1.338 -2.188 -1.205 -0.838
H -3.940 -1.335 -1.071 0.224
H -3.926 -1.456 -2.850 0.239
H -4.001 0.156 -2.007 0.251
H -0.338 -2.026 -0.802 0.267
H -1.406 -3.000 -1.924 0.235
H -1.993 -2.356 -0.348 0.227
C 3.862 -1.605 0.703 -0.833
S 2.462 -2.379 1.552 1.258
O 1.264 -1.676 0.983 -1.037
C 2.525 -3.926 0.649 -0.822
H 4.384 -2.345 0.098 0.236
H 4.517 -1.005 1.324 0.258
H 3.427 -0.959 -0.068 0.244
H 3.460 -4.440 0.870 0.235
H 2.400 -3.725 -0.412 0.235
H 1.708 -4.522 1.054 0.239
C -3.316 1.435 1.733 -0.835
S -1.866 2.335 2.300 1.265
O -0.692 1.462 2.016 -1.018
C -1.904 3.574 1.035 -0.839
H -3.493 1.638 0.679 0.230
H -4.182 1.739 2.321 0.229
H -3.117 0.376 1.877 0.248
H -1.023 4.193 1.195 0.252
H -2.779 4.204 1.220 0.230
H -1.946 3.134 0.041 0.246
```



No. 2
This record from the OMol25 dataset describes a molecular structure, C8H7NO4Ti at a distorted geometry. The level of theory is wB97M-V/def2-TZVPD.

Calculated values
multiplicity	2
net charge	+3
calculated total energy	-41168.3616	eV
relative energy (zero: lowest compared OMol25 entry of this formula, charge and spin)	21.9	kcal/mol
HOMO-LUMO gap (spin up / spin down)	0.21918 / 0.27091	Ha

The geometry in XYZ format:
```
21
Properties=species:S:1:pos:R:3:lowdin_spin:R:1
Ti 0.024 0.123 -0.162 0.985
C 1.320 -1.529 -0.351 0.010
O 2.021 -2.458 -0.418 0.018
C 0.913 0.862 -1.970 0.019
O 1.425 1.216 -2.948 0.030
C 0.367 1.677 1.056 0.033
O 0.581 2.557 1.796 0.061
C -1.907 0.098 -0.696 0.031
O -3.036 0.050 -0.995 0.060
C -2.001 3.154 -0.340 -0.130
H -2.988 2.675 -0.368 -0.002
H -1.694 3.571 0.629 -0.002
C -1.271 3.323 -1.438 -0.143
H -0.319 3.869 -1.422 -0.003
H -1.618 2.973 -2.419 -0.003
C -1.779 -1.587 3.750 0.003
C -1.066 -1.276 2.535 0.021
N -0.529 -0.971 1.558 0.010
H -1.095 -1.646 4.610 0.000
H -2.330 -2.533 3.652 0.000
H -2.474 -0.760 3.879 0.002
```



No. 3
This record from the OMol25 dataset describes a gas-phase ion, C4H7N4 (charge +1) at a distorted geometry. The level of theory is wB97M-V/def2-TZVPD.

Calculated values
net charge	+1
SMILES	C1=N[C@@H]2CC=N[N@@H+]2N1
calculated total energy	-10212.6236	eV
relative energy (zero: lowest compared OMol25 entry of this formula, charge and spin)	59.9	kcal/mol
HOMO-LUMO gap	0.39441	Ha

The geometry in XYZ format:
```
15
Properties=species:S:1:pos:R:3:nbo_charge:R:1
C -2.005 -0.034 -0.472 0.275
N -1.388 0.993 -0.074 -0.443
C -0.195 0.657 0.585 0.094
C 1.083 0.983 -0.201 -0.521
C 1.647 -0.358 -0.509 0.195
N 1.006 -1.357 -0.075 -0.251
N -0.146 -0.931 0.597 -0.106
N -1.429 -1.234 -0.187 -0.454
H -2.936 0.006 -1.010 0.249
H -0.178 1.039 1.609 0.246
H 1.790 1.590 0.363 0.276
H 0.852 1.524 -1.123 0.287
H 2.562 -0.512 -1.058 0.252
H -0.223 -1.394 1.509 0.449
H -1.770 -2.176 -0.259 0.450
```



No. 4
This record from the OMol25 dataset describes a molecular structure, C23H30N4O3 at a distorted geometry. The level of theory is wB97M-V/def2-TZVPD.

Calculated values
net charge	0
calculated total energy	-36419.6389	eV
relative energy (zero: lowest compared OMol25 entry of this formula, charge and spin)	551.6	kcal/mol
HOMO-LUMO gap	0.31063	Ha

The geometry in XYZ format:
```
60
Properties=species:S:1:pos:R:3:nbo_charge:R:1
C -3.247 -5.271 -0.413 -0.596
C -3.056 -3.815 -0.205 -0.137
C -3.039 -3.243 1.076 -0.188
C -3.043 -2.014 1.342 -0.220
C -2.982 -1.245 0.173 0.163
C -3.072 -1.607 -0.950 -0.073
C -3.206 -3.009 -1.069 -0.097
H -3.146 -3.215 -2.379 0.152
C -2.974 -0.539 -2.254 -0.620
H -1.920 -0.094 -2.179 0.216
H -3.775 0.381 -2.106 0.215
H -3.118 -1.011 -3.198 0.219
N -2.868 0.126 0.444 -0.715
C -2.852 1.088 1.759 0.730
O -3.003 0.522 2.706 -0.524
C -2.697 2.467 1.630 -0.318
N -2.725 2.735 0.161 -0.457
C -4.182 3.142 -0.140 -0.415
H -4.132 3.441 -1.363 0.208
H -4.805 2.408 0.199 0.202
H -4.556 4.098 0.189 0.195
C -1.994 4.091 -0.092 -0.300
C -0.398 3.725 -0.178 0.687
O 0.410 4.496 0.090 -0.585
N -0.195 2.459 -0.681 -0.677
C 1.088 1.583 -0.456 0.021
C 2.266 1.976 -0.496 -0.097
C 3.438 1.551 -0.532 -0.256
C 3.265 -0.044 -0.357 0.187
C 2.108 -0.635 -0.364 -0.297
C 0.941 0.280 -0.468 -0.149
H -0.065 -0.346 -0.508 0.222
H 2.005 -1.630 -0.421 0.218
N 4.450 -0.942 -0.572 -0.477
C 5.750 -0.308 -0.778 -0.244
H 5.750 0.827 -1.399 0.206
C 6.502 0.122 0.368 -0.169
H 7.494 0.481 0.635 0.250
O 6.561 -0.981 1.381 -0.571
C 5.195 -1.458 1.712 -0.076
C 4.676 -2.051 0.474 -0.233
H 3.480 -2.317 0.788 0.192
H 5.091 -2.772 -0.182 0.231
H 5.437 -2.605 2.268 0.194
H 4.579 -0.805 2.097 0.179
H 6.062 0.836 1.050 0.176
H 6.464 -1.116 -1.246 0.219
H 4.481 1.755 -0.483 0.236
H 2.356 3.327 -0.613 0.200
H -1.164 1.794 -0.447 0.437
H -1.972 4.924 0.353 0.193
H -2.086 4.352 -1.322 0.215
H -3.110 3.119 2.073 0.197
H -1.538 2.609 1.944 0.238
H -2.742 0.826 -0.153 0.378
H -3.049 -1.526 2.593 0.273
H -3.294 -4.092 1.857 0.192
H -3.960 -5.445 -1.346 0.226
H -2.271 -5.585 -0.634 0.215
H -3.610 -5.819 0.622 0.211
```



No. 5
This record from the OMol25 dataset describes a molecular structure, C6H18BeN2O12 at a distorted geometry. The level of theory is wB97M-V/def2-TZVPD.

Calculated values
net charge	0
calculated total energy	-34451.6768	eV
relative energy (zero: lowest compared OMol25 entry of this formula, charge and spin)	97.3	kcal/mol
HOMO-LUMO gap	0.19485	Ha

The geometry in XYZ format:
```
39
Properties=species:S:1:pos:R:3:nbo_charge:R:1
Be 0.057 0.197 0.069 1.614
N 1.113 3.130 1.852 0.727
O 1.101 2.293 1.042 -0.597
O 0.292 3.122 2.731 -0.467
O 2.109 3.846 1.926 -0.541
N -2.299 0.589 3.002 0.725
O -2.389 1.683 3.557 -0.482
O -2.960 -0.368 3.349 -0.537
O -1.422 0.435 2.185 -0.638
C -2.756 1.541 -0.951 -0.118
C -2.933 0.071 -1.421 -0.092
O -2.222 -0.830 -0.532 -0.761
O -1.401 1.913 -1.056 -0.746
H -2.899 1.541 0.129 0.234
H -3.456 2.244 -1.402 0.196
H -2.452 -0.145 -2.375 0.164
H -3.971 -0.261 -1.423 0.191
H -2.745 -1.635 -0.530 0.499
H -1.338 2.612 -1.711 0.503
C -0.013 -2.791 1.040 -0.114
C 1.184 -2.347 1.938 -0.098
O 1.429 -0.936 1.851 -0.752
O 0.190 -2.248 -0.281 -0.758
H -0.947 -2.421 1.462 0.237
H -0.065 -3.878 1.106 0.190
H 2.095 -2.934 1.821 0.163
H 0.959 -2.601 2.974 0.195
H 2.064 -0.656 2.514 0.513
H 0.860 -2.754 -0.746 0.493
C 2.809 0.744 -1.836 -0.089
C 2.031 -0.124 -2.889 -0.092
O 0.664 -0.162 -2.541 -0.739
O 2.562 0.214 -0.540 -0.741
H 2.612 1.805 -1.985 0.204
H 3.863 0.625 -2.084 0.181
H 2.534 -1.077 -3.050 0.166
H 2.083 0.387 -3.850 0.174
H 0.261 -0.749 -3.185 0.489
H 3.396 -0.075 -0.161 0.505
```



No. 6
This record from the OMol25 dataset describes a molecular structure, C24H41IMgN2O4Si at a distorted geometry. The level of theory is wB97M-V/def2-TZVPD.

Calculated values
net charge	0
calculated total energy	-58151.5462	eV
relative energy (zero: lowest compared OMol25 entry of this formula, charge and spin)	27.8	kcal/mol
HOMO-LUMO gap (spin up / spin down)	0.18849 / 0.22610	Ha

The geometry in XYZ format:
```
74
Properties=species:S:1:pos:R:3:mulliken_charge:R:1
C 0.705 -1.429 3.007 -1.087
C -1.555 -0.574 3.172 -1.101
H 1.644 -1.843 2.637 0.394
H 0.237 -2.125 3.698 0.393
H 0.888 -0.459 3.467 0.228
H -2.581 -0.284 2.908 0.375
H -1.555 -1.409 3.874 0.359
H -1.028 0.304 3.562 0.236
C 2.261 -0.869 -2.181 -0.196
C 2.701 -2.081 -2.719 -0.755
C 1.758 -3.004 -3.178 -0.463
C 0.407 -2.654 -3.149 -0.857
H 2.957 -0.126 -1.779 0.510
H 3.768 -2.284 -2.767 0.376
H 2.059 -3.978 -3.563 0.420
H -0.368 -3.322 -3.512 0.287
N 0.950 -0.537 -2.132 0.034
C 0.021 -1.402 -2.643 0.340
C -1.384 -0.926 -2.666 0.670
N -1.614 0.325 -2.161 -0.039
C -2.849 0.871 -2.252 -0.064
C -3.714 -1.130 -3.274 -0.449
C -3.920 0.175 -2.820 -0.743
H -2.964 1.891 -1.867 0.386
H -4.887 0.667 -2.892 0.375
C -2.433 -1.677 -3.214 -0.759
H -2.213 -2.672 -3.588 0.273
H -4.533 -1.715 -3.684 0.425
Mg 0.066 1.123 -1.245 -0.219
I -0.603 -1.158 1.244 0.338
C -1.048 5.003 -0.484 -1.383
C 0.266 5.636 -0.934 1.952
C 0.133 6.158 -2.363 -1.814
C 0.647 6.761 0.024 -1.450
O 1.334 4.640 -0.967 -0.079
Si 1.522 3.519 0.247 -0.892
O 0.469 2.325 0.128 0.267
O 3.041 2.888 0.093 -0.069
C 4.317 3.582 0.150 1.817
C 5.048 3.275 -1.154 -1.795
C 4.155 5.089 0.303 -1.233
C 5.092 3.023 1.338 -1.629
O 1.496 4.405 1.641 1.149
C 1.250 4.046 3.020 1.898
C 1.692 2.611 3.281 -1.260
C 2.045 5.023 3.883 -1.798
C -0.242 4.206 3.302 -1.784
H -1.839 5.764 -0.525 0.553
H -0.990 4.633 0.551 -0.005
H -1.331 4.173 -1.145 0.204
H -0.632 6.942 -2.408 0.399
H 1.076 6.586 -2.722 0.366
H -0.168 5.352 -3.043 0.345
H 0.719 6.376 1.049 0.045
H 1.610 7.201 -0.264 0.301
H -0.123 7.549 0.002 0.494
H 4.479 3.655 -2.011 0.341
H 6.035 3.754 -1.152 0.410
H 5.191 2.194 -1.271 0.323
H 3.654 5.347 1.244 0.144
H 3.599 5.520 -0.536 0.172
H 5.153 5.552 0.320 0.552
H 4.583 3.259 2.283 0.213
H 5.193 1.934 1.253 0.303
H 6.096 3.470 1.364 0.411
H 2.765 2.480 3.085 0.075
H 1.519 2.377 4.342 0.602
H 1.119 1.906 2.662 0.024
H 1.742 6.059 3.676 0.354
H 1.854 4.816 4.946 0.433
H 3.126 4.918 3.704 0.304
H -0.573 5.228 3.069 0.311
H -0.825 3.485 2.712 0.210
H -0.425 4.023 4.372 0.531
```



No. 7
This record from the OMol25 dataset describes a gas-phase ion, C4H11Cl2N2O2 (charge +1) at a distorted geometry. The level of theory is wB97M-V/def2-TZVPD.

Calculated values
net charge	+1
SMILES	C[C@](N)(C(Cl)Cl)C([NH3+])(O)O
calculated total energy	-36440.4981	eV
relative energy (zero: lowest compared OMol25 entry of this formula, charge and spin)	0.0	kcal/mol
HOMO-LUMO gap	0.39383	Ha

The geometry in XYZ format:
```
21
Properties=species:S:1:pos:R:3:nbo_charge:R:1
C 0.467 1.571 -0.060 -0.663
C -0.552 0.478 -0.329 0.103
N -0.983 0.499 -1.681 -0.850
C -1.855 0.504 0.767 -0.252
Cl -2.791 1.981 0.401 0.016
Cl -1.359 0.552 2.472 0.027
C 0.068 -0.954 -0.130 0.649
N 0.812 -1.017 1.215 -0.750
O -0.937 -1.883 -0.064 -0.716
O 1.011 -1.246 -1.072 -0.714
H 1.410 1.311 -0.537 0.237
H 0.623 1.735 1.000 0.228
H 0.129 2.503 -0.502 0.258
H -1.307 1.408 -1.978 0.406
H -1.699 -0.188 -1.881 0.392
H -2.484 -0.365 0.601 0.250
H 1.675 -0.467 1.172 0.449
H 0.153 -0.620 1.952 0.442
H 1.044 -1.992 1.432 0.445
H -0.635 -2.749 -0.379 0.514
H 0.803 -0.791 -1.904 0.529
```



What is the formula in the second record? C8H7NO4Ti



Among the records above, which one has the highest relative energy (zero: lowest compared OMol25 entry of this formula, charge and spin)? C23H30N4O3



Which of these has the highest net charge? C8H7NO4Ti



Which formula does entry 3 have? C4H7N4